C19H28F4GaINO13 | ωB97M-V/def2-TZVPD

Atoms and positions in Å:
1 C 4.0488 2.2103 2.0537
2 C 3.1617 0.9625 1.9030
3 C 2.2381 0.9904 0.6773
4 C 1.4950 -0.3513 0.5223
5 Ga 0.9280 2.5297 0.8413
6 I 1.0012 3.7174 -1.5163
7 N -0.7898 1.7483 1.3676
8 C -1.0467 1.8259 2.8024
9 C -1.9393 1.8396 0.6082
10 C -2.9702 0.7341 0.8162
11 O -2.1533 2.7189 -0.2071
12 H 3.9170 2.7002 3.0199
13 H 3.8052 2.9542 1.2929
14 H 5.1097 1.9709 1.9501
15 H 2.5498 0.8124 2.8001
16 H 3.8161 0.0796 1.8438
17 H 2.8692 1.1337 -0.2063
18 H 1.9218 -0.9628 -0.2809
19 H 1.5549 -0.9516 1.4374
20 H 0.4346 -0.2314 0.3007
21 H 1.3352 3.5945 1.9580
22 H -1.6032 0.9587 3.1863
23 H -1.5958 2.7363 3.0751
24 H -0.0921 1.8453 3.3320
25 H -2.5243 -0.1609 1.2481
26 H -3.4342 0.5152 -0.1438
27 H -3.7418 1.0779 1.5083
28 C 0.5544 -2.3526 -4.0992
29 C 1.3148 -3.5462 -3.5478
30 O 1.1913 -3.3489 -2.1482
31 C 0.0499 -2.6504 -1.9190
32 O -0.4734 -2.5278 -0.8615
33 O -0.4154 -2.1271 -3.0752
34 F 2.6220 -3.5355 -3.8896
35 H 1.2122 -1.4863 -4.1884
36 H 0.0469 -2.5473 -5.0389
37 H 0.8687 -4.5135 -3.7893
38 C -5.4746 2.6885 5.9501
39 C -4.8241 3.4044 4.7794
40 O -4.1719 2.3523 4.1080
41 C -4.8123 1.1867 4.3942
42 O -4.6424 0.1605 3.8359
43 O -5.6807 1.3804 5.4239
44 F -3.9158 4.3230 5.1804
45 H -4.7737 2.6445 6.7860
46 H -6.4209 3.1155 6.2675
47 H -5.5227 3.8852 4.0915
48 C -1.5054 -5.3827 0.2635
49 C -2.6304 -6.1504 -0.4095
50 O -2.2247 -6.1621 -1.7677
51 C -0.8750 -6.0110 -1.8086
52 O -0.2023 -6.1492 -2.7809
53 O -0.4036 -5.6854 -0.5958
54 F -3.8308 -5.5352 -0.3112
55 H -1.6947 -4.3087 0.2382
56 H -1.2841 -5.7053 1.2754
57 H -2.7461 -7.1825 -0.0714
58 C 3.7868 2.6559 -3.9728
59 C 4.6024 3.3383 -5.0528
60 O 5.0907 2.2518 -5.8156
61 C 4.2361 1.1995 -5.6489
62 O 4.2476 0.2216 -6.3225
63 O 3.3875 1.4472 -4.6395
64 F 5.6546 4.0416 -4.5635
65 H 4.4195 2.4074 -3.1197
66 H 2.9146 3.2087 -3.6384
67 H 4.0288 3.9968 -5.7083

energy above the lowest of the compared OMol25 structures with the same formula, charge and spin: 0.0 kcal per mole
net charge: -1
2S+1: 1
orbital gap: 6.883 eV